No. 1
Density functional theory data (ωB97M-V with the def2-TZVPD basis set) for a cluster of 2 separate species, C10H12BrN2O in total.

Last column: Mulliken charge in e.
CARTESIAN COORDINATES (ANGSTROEM)
C  -0.76  0.70  3.39  0.308
C  -1.06  0.74  2.24  -1.008
C  3.44  -0.01  0.45  -0.379
C  2.20  0.34  0.87  -0.684
C  3.57  -0.51  -0.82  -0.200
C  1.06  0.24  0.11  0.062
C  2.47  -0.58  -1.65  0.077
C  -1.93  -0.74  0.52  -0.579
C  -2.25  -0.94  -0.94  -0.355
C  -1.49  0.60  0.90  0.682
N  1.24  -0.14  -1.21  -0.007
N  -1.67  1.64  0.05  -0.234
O  -2.89  0.14  -1.59  -0.611
Br  2.49  -1.24  -3.47  -0.118
H  -0.57  0.90  4.41  0.478
H  4.29  0.27  1.09  0.372
H  2.08  0.69  1.84  0.413
H  4.51  -0.82  -1.30  0.373
H  -1.22  -1.39  0.87  0.310
H  -2.89  -1.05  1.17  0.414
H  -1.30  -0.94  -1.58  -0.048
H  -2.85  -1.84  -1.03  0.488
H  -1.20  2.61  0.29  0.317
H  -1.92  1.42  -0.90  0.305
H  0.53  -0.05  -1.91  0.292
H  -3.90  -0.02  -1.81  0.330

Output
LUMO level (spin up / spin down) = -4.087 / -4.087 eV
HOMO-LUMO gap (spin up / spin down) = 7.6317 / 7.6323 eV
Charge = +1
Relative energy (zero: lowest compared OMol25 entry of this formula, charge and spin) = 366.2 kJ/mol

=====

No. 2
Density functional theory data (ωB97M-V with the def2-TZVPD basis set) for a structure of composition C10H12Cl4Cr2F2O12.

Last column: Mulliken charge in e.
CARTESIAN COORDINATES (ANGSTROEM)
Cr  -1.75  3.93  1.31  1.453
Cr  -1.68  3.27  -2.39  1.047
O  -3.74  0.94  0.03  -0.275
C  -3.24  1.87  -0.74  0.983
O  -2.86  3.03  -0.29  -0.687
O  -3.04  1.65  -1.95  -0.636
H  -3.75  1.33  0.92  0.285
O  0.69  0.91  0.12  0.106
C  0.21  2.04  -0.28  0.878
O  -0.18  2.89  0.62  -0.934
O  -0.13  2.25  -1.49  -0.261
H  0.83  0.97  1.10  0.047
C  4.30  0.21  0.30  0.157
Cl  3.36  0.66  1.75  -0.140
Cl  3.84  -1.39  -0.32  -0.123
H  4.09  0.89  -0.52  -0.192
H  5.33  0.19  0.64  0.355
C  2.82  3.32  -3.03  0.181
Cl  4.46  2.82  -2.65  -0.142
Cl  2.80  4.59  -4.25  -0.147
H  2.21  2.46  -3.33  0.135
H  2.21  3.51  -2.15  -0.033
C  -1.48  -3.23  4.23  -0.526
C  -2.64  -2.46  3.62  0.430
O  -1.96  -1.38  3.00  -0.313
C  -0.63  -1.42  3.22  0.613
O  0.11  -0.58  2.81  -0.521
O  -0.30  -2.47  3.96  -0.324
F  -3.45  -1.85  4.54  -0.289
H  -1.30  -4.13  3.63  0.309
H  -1.59  -3.57  5.26  0.320
H  -3.30  -3.06  2.99  0.271
C  -0.22  -0.90  -2.41  0.279
C  -0.13  -1.74  -1.14  0.672
O  0.52  -2.89  -1.57  -0.376
C  0.36  -3.02  -2.92  0.492
O  0.67  -3.95  -3.56  -0.438
O  -0.20  -1.89  -3.42  -0.367
F  -1.27  -1.98  -0.41  -0.334
H  0.62  -0.21  -2.49  0.007
H  -1.13  -0.30  -2.33  0.114
H  0.55  -1.30  -0.41  -0.073

Output
2S+1 = 9
LUMO level (spin up / spin down) = -10.549 / -9.703 eV
HOMO-LUMO gap (spin up / spin down) = 4.7035 / 5.5496 eV
<S²> = 20.03
Charge = +2

=====

no.,largest force on an atom (Eh/bohr)
1,0.08000
2,0.05883